The following is a quantum chemistry calculation of a molecular structure, C21H32Cl5GePdSi3 at a distorted geometry, from OMol25.

Cartesian coordinates (Å):
H 2.9082 1.8684 -0.0217
H 3.7763 0.7219 -1.0382
H -2.6700 -1.6699 1.2420
H 2.2027 -3.4097 -0.1889
H 0.8930 3.8765 -1.6836
H -1.1330 1.2170 -4.5811
C -0.4520 -4.0861 1.1707
H -3.4548 -0.3277 -1.2387
Cl -1.1529 5.4778 0.0020
Ge 0.0595 0.2681 -1.1977
C -3.0517 -1.1013 -1.8962
H 1.4308 0.6878 -4.5041
C -2.0082 0.8734 -4.0243
C -0.7510 -1.9146 -3.7682
H -2.4425 1.7377 -3.5192
C 1.6408 -2.4693 -0.1605
C 0.6637 4.6854 1.8468
Pd -0.0829 -0.1479 1.1457
Cl 0.8801 6.3519 2.2089
H -0.3340 -4.7248 2.0498
H 2.6460 -3.3572 2.3619
H 0.4375 -1.1196 4.1468
H -2.7404 0.5071 -4.7487
Si 1.7853 1.6023 -2.2175
C 0.2738 1.9412 1.2805
C 1.4060 3.7161 2.5213
H 1.9421 3.8884 -3.1054
C -1.5639 -1.1255 4.8827
Cl 2.5484 4.1925 3.7149
C -3.2955 -1.4079 3.2605
H -1.3991 -2.2391 -4.5868
H -2.7805 -1.9578 -1.2746
H 0.2770 3.3039 -3.2398
C 1.8169 -2.7706 2.7640
H -0.5718 -2.7734 -3.1188
C 1.1563 3.3266 -2.5925
H -3.8434 -1.4175 -2.5800
H 2.6145 -0.2786 -3.6187
C -2.3430 -1.5237 2.2618
H -4.3474 -1.4676 3.0111
H 0.2085 -1.6155 -4.1991
C 2.2760 0.7423 -3.8125
C -0.9638 -1.4516 2.5443
H -0.0824 -4.6442 0.3051
C -2.9039 -1.2230 4.5750
H 2.3501 -1.6398 -0.1523
C -0.4046 2.9447 0.6126
H 1.0365 -2.4072 -1.0688
H 3.9432 2.4581 -1.3294
C 3.2394 1.6726 -1.0428
C 1.2025 2.3725 2.2241
H 1.3970 -3.3119 3.6119
C -0.6033 -1.2299 3.8820
H -1.2515 -0.9595 5.9059
H 3.0890 1.2713 -4.3155
Si -1.5419 -0.4968 -2.8258
Cl 2.1570 1.1725 3.0483
H 2.2333 -1.8291 3.1308
Si 0.5493 -2.4942 1.4023
C -0.2473 4.2988 0.8696
H -1.5167 -3.9275 1.0363
Cl -1.4591 2.4856 -0.7253
H -3.6477 -1.1421 5.3571

Force components x, y, z for each atom (eV/Å):
-0.006 0.032 0.014
0.012 -0.015 0.016
-0.024 -0.082 -0.109
-0.006 -0.004 0.015
0.057 -0.063 -0.119
-0.013 0.008 0.008
0.194 -0.007 -0.030
0.005 0.006 -0.020
0.005 0.063 -0.001
-0.157 -0.046 0.034
-0.009 -0.034 -0.010
0.043 0.015 0.004
0.043 -0.042 -0.038
0.092 0.033 -0.009
-0.007 -0.004 0.024
-0.036 0.174 -0.060
0.013 0.079 0.028
-0.012 1.029 0.125
0.011 0.018 -0.004
-0.031 0.034 0.014
-0.014 -0.020 -0.005
0.036 -0.046 0.044
-0.013 0.005 -0.010
0.023 -0.008 0.024
0.046 -0.055 -0.081
0.013 -0.032 0.054
-0.001 0.004 -0.009
0.322 0.043 0.034
0.029 0.020 0.006
-0.051 -0.033 -0.238
-0.002 0.000 0.026
-0.012 -0.011 0.017
0.017 0.012 0.019
0.035 0.062 0.025
-0.008 -0.013 0.004
0.008 0.080 0.028
-0.001 0.006 0.004
0.005 0.007 -0.006
0.288 -0.140 -0.045
0.004 0.005 -0.023
-0.048 -0.026 -0.009
-0.034 -0.052 -0.048
-0.212 -0.274 0.145
-0.005 0.019 0.061
-0.202 0.048 0.155
0.014 0.002 -0.008
0.162 -0.163 -0.006
0.010 -0.041 -0.040
0.010 -0.019 -0.015
0.036 0.007 0.003
-0.161 -0.012 -0.133
-0.013 0.022 0.034
-0.005 0.034 -0.185
0.014 0.002 0.000
0.002 0.018 0.011
-0.064 0.132 0.034
-0.001 0.016 0.013
0.034 -0.044 -0.024
-0.108 -0.674 0.195
-0.059 0.064 0.012
-0.180 0.092 -0.050
-0.078 -0.218 0.095
-0.011 -0.010 0.007

## Properties
- ⟨S²⟩: 0.761
- Multiplicity: 2
- LUMO level (alpha / beta): -0.333 / -0.876 eV
- ΔE to the lowest compared entry with this formula, charge and spin: 53.0 kJ/mol
- Gap between HOMO and LUMO (alpha / beta): 6.2535 / 7.4715 eV

Here are the Löwdin charges for atoms 1 to 8, given in e:
1 H 0.006
2 H 0.029
3 H 0.079
4 H 0.035
5 H 0.000
6 H 0.019
7 C -0.175
8 H 0.024